[1]
74
Properties=species:S:1:pos:R:3:lowdin_spin:R:1 method="wB97M-V/def2-TZVPD" multiplicity=4 orbital_gap_ev="4.5359 / 5.0975" charge=+4
H 1.75824 -5.54121 -2.30790 0.00
H 0.76986 4.04847 -5.23445 0.00
H -2.15301 1.74246 2.55083 0.00
H -2.86960 1.03567 -1.09926 0.01
C -3.27619 3.94534 -2.83178 0.00
P 0.52718 2.36755 -2.97597 0.01
C -3.36863 6.19712 1.20138 0.00
C 0.11611 3.81859 -1.98437 0.00
O 0.05394 1.10669 -2.09004 0.11
C -1.72611 4.96977 -0.05017 0.00
C -2.71326 3.01498 -1.95458 0.01
H -0.07648 4.66010 -2.65570 0.00
C -0.36239 2.35463 -4.49131 0.00
C 4.52863 3.00697 -2.99193 0.00
C -0.93167 -0.00150 2.72765 0.04
C -0.01803 3.32894 -5.43544 0.00
C -2.40943 7.17191 1.46422 0.00
H -1.13725 -1.92385 -1.99240 0.00
H -2.75966 0.70264 -6.21219 0.00
H -2.85790 4.94191 -2.92868 0.00
H -0.88237 -2.02898 3.26388 0.00
O -0.94725 2.32944 0.03083 0.11
H -1.58817 0.63764 -4.03179 0.00
H 2.86997 3.97005 -2.05950 0.00
C -3.03727 5.09798 0.43141 0.00
C 3.18296 3.14895 -2.69104 0.00
C -0.15064 -2.21732 -1.65433 0.02
C -1.99917 1.43714 -5.98214 0.00
Br 2.64311 -0.31949 0.55368 0.11
C 4.95231 1.96482 -3.80719 0.00
H -4.83130 4.30798 -4.25517 0.00
C 2.68744 1.20896 -4.08240 0.00
H -0.21467 -4.10782 -2.59971 0.00
H -0.43309 4.10622 -7.38485 0.00
C 4.03458 1.07188 -4.35743 0.00
O -0.62536 0.05356 1.48022 0.04
C -0.76096 5.95040 0.21378 0.00
C 0.36335 -3.42664 -1.98762 0.00
Re -0.22132 0.50195 -0.30305 2.46
C -1.34320 1.39789 -4.76333 0.00
C -0.68546 3.35684 -6.64653 0.00
C -4.39112 3.59130 -3.57415 0.00
C -0.38709 -1.08776 3.54336 0.01
H -3.79625 4.36404 0.18605 0.00
H -2.67585 8.04096 2.05085 0.00
H -0.56715 -0.90717 4.60026 0.00
H 0.68101 -1.22905 3.35518 0.00
H -5.85924 2.07759 -3.96933 0.00
C -1.11256 7.04900 0.97444 0.00
H -4.84913 0.42272 -2.44539 0.00
C 2.26373 2.24747 -3.23843 0.00
H -2.67204 0.51516 3.76261 0.00
H -4.37941 6.30827 1.56961 0.00
C -4.39666 1.39939 -2.55672 0.00
H 1.96576 0.54171 -4.54105 0.00
C 1.77766 -1.66635 -0.44366 0.01
N 0.52827 -1.31426 -0.86986 0.02
H -2.17379 2.42411 -7.87611 0.00
H 4.37375 0.28536 -5.01838 0.00
C -1.67066 2.41194 -6.91801 0.00
H -0.37492 7.80926 1.19243 0.00
H 0.94809 4.06328 -1.32101 0.00
H -1.28599 1.51611 4.10753 0.00
C -4.95848 2.33016 -3.42500 0.00
C -1.81821 1.01622 3.28638 0.01
H 0.25705 5.86172 -0.14557 0.00
C 1.65048 -3.78567 -1.51049 0.00
C 2.35933 -2.85614 -0.70533 0.00
P -1.34464 3.51513 -0.94709 0.01
H 5.24246 3.72054 -2.60261 0.00
H 3.33919 -3.11409 -0.32339 0.00
C -3.27888 1.74515 -1.81573 0.02
O 2.24865 -4.90518 -1.75774 0.00
H 6.00601 1.85244 -4.02589 0.00

***

[2]
81
Properties=species:S:1:pos:R:3:mulliken_charge:R:1 method="wB97M-V/def2-TZVPD" multiplicity=1 orbital_gap_ev="5.6347 / 5.8246" charge=-2
C -1.98415 -2.50687 -2.91877 1.05
H -3.44021 -2.77908 -4.47385 0.33
Cl 0.86349 -5.10495 -1.76291 -0.24
C 1.49828 -1.82917 5.48830 -1.86
H 3.74694 -0.51543 6.36785 0.36
H 4.40969 0.66146 -4.74275 0.37
H -5.51467 1.07719 0.25478 0.27
H -0.77527 -6.06362 -3.84557 0.42
C 3.74157 -0.48727 -0.26861 -0.07
C 2.87664 -1.49536 3.01214 0.71
O 0.22511 0.93067 2.63496 0.82
C 1.58327 1.11391 -2.92126 -0.87
C -2.59271 0.30012 4.44803 -0.12
C 2.97962 -3.82111 5.67297 -1.74
C 3.59814 -2.00946 4.07093 0.08
H 1.08913 -2.05902 6.47609 0.54
C 0.31216 4.94806 -1.34796 0.17
H 1.71638 1.09821 4.08578 0.12
C -2.57368 -1.21874 -2.58859 -0.57
H 1.42617 -0.74851 5.34260 0.20
H 2.53345 -4.05024 6.64485 0.43
C 3.73753 -1.59494 6.53643 -1.78
H -5.42545 -1.29198 3.70526 0.38
C 3.34072 0.08995 -1.57362 1.01
C 2.94952 -2.30587 5.42537 2.29
N 2.91147 -0.67098 0.69181 0.35
H 6.68650 -2.21460 2.59672 0.36
C 2.07916 0.60605 -1.75956 0.59
H 2.09840 1.52859 -4.96193 0.38
C -0.85176 -3.02305 -2.19834 -0.65
C -2.19529 -1.75806 3.46454 -0.07
C -1.10180 -5.06298 -3.59488 -0.63
C -0.12946 3.66062 -0.96783 -0.21
H 1.81079 -1.30545 3.07852 0.85
H 4.77342 -1.93683 6.59609 0.35
O -0.22941 -2.39812 -1.31491 -0.26
S 5.39027 -0.98044 0.06773 -0.49
H 4.00115 -4.21069 5.66450 0.37
H -2.78120 4.16156 1.48549 0.48
H 0.57129 1.49570 -2.98857 0.58
N -0.51229 2.62088 -0.64305 0.07
C -3.95745 0.11663 4.41075 -0.62
Te -2.90494 1.62845 0.54573 0.55
H 0.37141 2.25266 4.23698 0.31
H 1.55641 2.43365 2.93506 0.31
H -3.39758 -0.92092 -3.27576 0.20
H -5.22400 1.32251 1.99187 0.23
O -2.28786 -0.48356 -1.66580 -0.41
Cl 1.69628 5.54233 -0.49786 -0.17
C -4.36503 -1.07399 3.82211 -0.07
S -1.08614 -2.96436 2.95762 -0.40
H 3.26458 -1.78731 7.50322 0.45
C 0.99654 1.70395 3.52188 -0.93
Cl -2.95072 -5.38004 -5.58588 -0.30
H -4.65151 0.85504 4.78613 0.39
H -2.16790 1.21305 4.85971 0.37
H 0.85321 -2.30765 4.74561 0.10
H -5.32619 2.72657 0.89291 0.33
H -0.30223 0.27361 3.15981 -0.10
C 3.74335 0.64580 -3.89023 -0.75
C 4.88916 -1.46048 1.65514 1.04
C -4.99997 1.69242 0.99236 -1.06
Cl 0.27409 5.28262 -3.04416 -0.17
Cl -1.52583 6.52274 -0.48318 -0.62
C 5.62924 -2.00789 2.70307 -1.34
C 3.52806 -1.21671 1.80798 -2.03
Rb -0.04848 -0.44121 0.18408 0.35
C 4.18793 0.12834 -2.67985 -0.59
H 5.54816 -2.68796 4.70659 0.34
N -3.53931 -1.99703 3.37459 -0.56
H 2.40620 -4.34114 4.90333 0.38
H -1.41476 3.20356 2.09242 0.03
C -2.48876 3.20394 1.91349 -0.97
H -3.01843 3.01373 2.84678 0.34
H 5.19539 -0.26393 -2.59200 0.35
C -2.17281 -4.47701 -4.28909 0.32
C -2.60046 -3.22627 -3.95149 -0.81
C 2.44710 1.13186 -4.01680 -0.59
N -1.72220 -0.58667 3.98771 -0.28
C -0.47396 -4.36759 -2.60380 0.46
C 4.97360 -2.27082 3.88828 -0.45

***

[3]
77
Properties=species:S:1:pos:R:3:mulliken_charge:R:1 method="wB97M-V/def2-TZVPD" multiplicity=1 orbital_gap_ev="7.2906 / 5.3488" charge=0
H 24.84992 7.81239 11.79844 0.37
C 21.28311 9.36496 11.34960 0.10
N 19.05624 9.06254 5.72529 -0.61
H 16.54013 14.71224 8.79544 0.35
C 17.08032 9.60982 10.90542 -0.55
N 26.39932 5.68122 9.73332 -0.64
C 22.35990 8.51435 11.27031 -0.65
H 20.17717 6.81999 13.43899 0.14
H 22.80474 8.14883 12.19536 0.43
H 18.93722 11.04229 15.80315 0.40
C 18.94140 10.85728 13.67063 0.04
C 25.55745 5.76657 8.71061 -0.42
H 19.43890 6.90408 11.85812 -0.03
C 24.94973 7.13728 10.94751 -0.69
C 20.07880 9.11401 6.57545 -0.42
Ga 18.76610 10.46896 10.52096 -0.39
O 17.51146 7.32388 13.44298 -0.43
C 10.69278 6.82982 11.35859 0.81
N 18.65490 9.51677 8.41238 -0.09
H 14.50283 8.80808 13.25171 0.49
C 14.10599 7.99183 10.04458 -0.07
C 19.88379 9.35258 7.96893 0.29
C 14.04704 8.50090 12.32400 -0.19
N 20.58850 9.79633 10.17423 0.06
F 10.66673 5.51512 11.59076 -0.25
C 17.46669 14.99770 9.29525 -1.46
C 22.03164 8.46344 8.89670 -0.79
C 19.58066 6.28414 12.73713 -0.55
C 22.88211 8.12232 10.03765 0.26
H 25.80718 5.21659 7.81392 0.39
C 26.00717 6.30444 10.85961 -0.41
H 23.72623 6.39296 7.88329 0.25
H 18.00441 11.34192 13.44701 0.41
H 19.68679 14.27975 12.38158 0.32
H 26.78326 6.28939 11.63620 0.34
C 16.06352 13.13102 11.33307 -1.23
H 16.04166 12.44940 12.24610 0.23
C 20.70182 9.79143 12.61642 0.26
H 15.41690 12.68658 10.59815 0.37
C 14.73709 8.53353 11.14131 0.56
C 12.13058 7.37557 11.29220 0.18
C 18.62010 14.67234 12.25348 -1.33
H 18.26924 15.03294 8.62750 0.45
H 18.28323 14.59648 13.26402 0.43
H 12.26671 7.95948 13.38719 0.35
F 10.02399 7.39882 12.36916 -0.27
N 20.68012 10.09674 15.03602 -0.66
H 22.13308 9.13444 14.01393 0.66
C 24.39033 6.48282 8.77278 -0.20
C 18.16935 6.08959 13.37335 -0.38
C 16.02824 9.08242 11.03875 0.18
H 21.04578 8.95847 6.18857 0.50
C 20.93266 9.21508 9.01538 0.49
H 17.38286 15.95323 9.73845 0.40
H 12.28030 7.15363 9.20787 0.44
C 24.01249 7.24754 9.88933 1.08
H 19.27306 12.65709 9.08027 0.83
H 17.46832 7.74646 12.54615 0.08
N 19.50195 10.43017 12.55542 0.00
H 20.05996 5.36557 12.40710 0.48
H 14.68442 8.06270 9.10554 0.35
H 18.65944 15.71752 12.05790 0.44
H 17.01015 9.20595 5.54176 0.42
C 12.83210 7.41772 10.07829 -0.93
C 18.82964 12.30259 9.93287 -0.79
C 21.25420 9.63615 13.89341 -0.33
H 17.62363 5.34064 12.74099 0.26
F 10.05624 7.10267 10.22538 -0.26
H 16.67704 9.61499 8.05228 0.38
H 18.28753 5.72998 14.36349 0.35
C 17.81437 9.20610 6.24710 -0.54
C 17.63000 9.45973 7.56320 -0.18
H 22.28778 8.07419 7.95436 0.29
C 19.45871 10.69808 14.91731 -0.68
H 15.59811 14.03790 11.62843 0.48
C 12.75855 7.99736 12.41204 -0.79
Ge 17.81736 13.72075 10.73066 0.80

***

Per-record ΔE to the lowest compared entry with this formula, charge and spin, kcal/mol: 0.0; 11.0; 48.5